[1]
# C6H8INO

A single C6H8INO molecule (wB97M-V/def2-TZVPD, the OMol25 dataset).

```
! wB97M-V def2-TZVPD RIJCOSX def2/J DEFGRID3
* xyz 0 1
O 0.664 -1.504 -0.266
H 1.236 -2.096 0.296
C -0.703 0.107 -1.855
H 1.636 1.011 1.385
H -1.227 -1.259 1.808
H 2.250 0.192 -0.101
C -1.456 0.897 -2.817
H -0.239 0.094 2.465
H 0.887 1.522 -0.176
H 0.439 -1.513 2.171
H -0.182 -0.795 -2.132
C -0.242 -0.769 1.863
N -2.027 1.512 -3.595
C 0.218 -0.347 0.425
C -0.809 0.325 -0.394
I -1.829 1.941 0.503
C 1.386 0.681 0.420
*
```

Calculated values
relative energy (zero: lowest compared OMol25 entry of this formula, charge and spin) = 0.9635 eV
SMILES = CC(C)(O)/C(I)=C/C#N
HOMO = -9.26 eV
LUMO level = -0.18 eV
frontier orbital gap = 9.08 eV



[2]
# C6H8IO3S

A gas-phase ion, C6H8IO3S (charge -1) (wB97M-V/def2-TZVPD, the OMol25 dataset).

```
! wB97M-V def2-TZVPD RIJCOSX def2/J DEFGRID3
* xyz -1 1
C -0.504 -0.110 0.046
I 3.593 0.122 0.191
C 1.727 -1.074 -0.379
H -1.506 1.141 -1.494
S 0.207 -0.235 1.645
H 1.801 -2.051 1.739
H -0.864 3.217 -0.733
O -1.190 -2.415 -0.784
H -0.511 2.821 0.831
C 1.148 -1.665 0.981
H 0.616 2.263 -0.432
H 2.191 -1.694 -1.067
O -2.633 -1.058 0.351
H -2.092 1.172 0.175
O 0.775 -0.299 -0.993
C -1.143 1.164 -0.348
C -1.567 -1.405 -0.164
C -0.387 2.415 -0.148
H 0.338 -2.308 0.585
*
```

Calculated values
relative energy (zero: lowest compared OMol25 entry of this formula, charge and spin) = 0.0000 eV
SMILES = CC[C@@]1(C(=O)[O-])O[C@@H](I)CS1
HOMO = -4.56 eV
LUMO level = 2.73 eV
frontier orbital gap = 7.29 eV



[3]
# C6H8N

2 unconnected molecules or ions with the total composition C6H8N (wB97M-V/def2-TZVPD, the OMol25 dataset).

```
! wB97M-V def2-TZVPD RIJCOSX def2/J DEFGRID3
* xyz 1 1
H 2.334 -2.089 -0.121
H 1.498 1.432 1.789
H -0.064 2.179 -0.183
H -3.888 0.494 1.842
H 3.859 -0.875 -0.129
C -2.519 0.365 0.249
C -0.597 1.404 -0.815
H -0.221 1.265 -1.829
H 2.805 -1.142 -1.443
C 2.797 -1.089 -0.346
C 1.544 0.739 1.021
N -1.591 0.681 -0.459
C 2.145 0.092 0.194
C -3.567 -0.010 0.923
H -4.328 -0.624 0.407
*
```

Calculated values
relative energy (zero: lowest compared OMol25 entry of this formula, charge and spin) = 6.3133 eV
HOMO = -13.57 eV
LUMO level = -5.76 eV
frontier orbital gap = 7.81 eV



[4]
# C6H8N

A gas-phase ion, C6H8N (charge +1) (wB97M-V/def2-TZVPD, the OMol25 dataset).

```
! wB97M-V def2-TZVPD RIJCOSX def2/J DEFGRID3
* xyz 1 1
H 0.952 0.274 1.149
C 1.364 1.376 -1.151
H -2.004 -0.471 0.875
C 0.527 -1.297 -0.130
C 0.195 1.319 -0.780
C 0.129 -0.506 1.082
H 2.268 1.751 -1.233
H 0.093 -1.065 1.941
H -1.716 0.772 -1.170
H -0.020 -2.186 -0.357
C 0.034 -0.385 -1.306
N -0.883 0.567 -0.640
H 1.546 -1.384 -0.404
H -1.324 1.038 1.383
C -1.160 0.198 0.741
*
```

Calculated values
relative energy (zero: lowest compared OMol25 entry of this formula, charge and spin) = 8.2955 eV
HOMO = -13.93 eV
LUMO level = -4.53 eV
frontier orbital gap = 9.40 eV



[5]
# C6H8N

A molecular structure, C6H8N (wB97M-V/def2-TZVPD, the OMol25 dataset).

```
! wB97M-V def2-TZVPD RIJCOSX def2/J DEFGRID3
* xyz 1 1
H -0.262 0.616 -1.608
H -3.079 -0.959 1.345
H 2.796 -1.033 0.718
C -1.907 0.728 0.197
H 2.396 0.180 -0.663
C 2.145 -0.169 0.398
C -0.730 0.237 -0.666
H -2.785 1.249 -0.332
C 0.021 -1.224 -0.483
C -2.265 -0.654 0.643
H 2.200 0.549 1.103
C -1.360 -1.171 -0.192
H 0.504 -1.628 -1.316
N 0.754 -0.522 0.411
H -1.730 1.388 0.918
*
```

Calculated values
relative energy (zero: lowest compared OMol25 entry of this formula, charge and spin) = 8.4647 eV
HOMO (spin up / spin down) = -14.33 / -14.33 eV
LUMO level (spin up / spin down) = -5.29 / -5.29 eV
frontier orbital gap (spin up / spin down) = 9.04 / 9.04 eV



[6]
# C6H8N

2 unconnected molecules or ions with the total composition C6H8N (wB97M-V/def2-TZVPD, the OMol25 dataset).

```
! wB97M-V def2-TZVPD RIJCOSX def2/J DEFGRID3
* xyz 1 3
C 0.029 1.996 0.584
C -2.191 -1.671 -1.482
H -0.940 2.089 0.286
H -4.007 -2.148 -0.305
C -3.119 -2.001 -0.811
H 1.637 2.841 1.389
H 0.298 4.065 0.958
H -1.320 -1.706 -2.013
H 2.452 -1.490 -0.770
C 0.594 0.770 0.322
C 1.703 -1.497 -0.048
H 0.991 -2.259 -0.335
H 2.182 -1.732 0.896
N 1.053 -0.281 0.216
C 0.636 3.024 1.114
*
```

Calculated values
relative energy (zero: lowest compared OMol25 entry of this formula, charge and spin) = 3.5573 eV
HOMO (spin up / spin down) = -12.03 / -13.81 eV
LUMO level (spin up / spin down) = -3.61 / -8.74 eV
⟨S²⟩ = 2.01
frontier orbital gap (spin up / spin down) = 8.42 / 5.07 eV



[7]
# C6H8N2

A single C6H8N2 molecule (wB97M-V/def2-TZVPD, the OMol25 dataset).

```
! wB97M-V def2-TZVPD RIJCOSX def2/J DEFGRID3
* xyz 0 1
H 0.922 3.057 -0.010
H 1.650 1.038 2.140
H -0.693 -1.654 -2.408
C -1.565 -0.467 -0.691
C -0.423 -1.174 -1.460
N 0.376 0.784 0.225
C -0.744 -0.113 0.590
C 1.056 1.636 1.131
C 0.636 -0.650 0.397
H -1.871 0.396 -1.240
N 1.255 2.978 0.999
H 1.440 -2.141 -1.197
H 1.057 -1.065 1.292
H -2.425 -1.171 -0.507
C 0.646 -1.360 -0.811
H -1.317 -0.095 1.551
*
```

Calculated values
relative energy (zero: lowest compared OMol25 entry of this formula, charge and spin) = 3.8985 eV
SMILES = [H]/N=C\N1[C@@H]2C=CC[C@@H]21
HOMO = -9.56 eV
LUMO level = 0.97 eV
frontier orbital gap = 10.53 eV



[8]
# C6H8N2

A single C6H8N2 molecule (wB97M-V/def2-TZVPD, the OMol25 dataset).

```
! wB97M-V def2-TZVPD RIJCOSX def2/J DEFGRID3
* xyz 0 1
C -1.079 -0.497 0.740
N -1.527 -1.589 0.422
H 0.337 0.449 -2.102
H 1.413 -1.198 0.268
H -1.487 1.233 -0.878
N 0.962 1.292 2.969
C 0.705 -0.482 -1.669
C 1.151 -0.274 -0.249
C -0.067 0.563 0.724
C -1.174 1.300 0.152
H -1.509 2.168 0.696
C 0.476 0.960 1.983
H 1.551 -0.819 -2.270
H 1.947 0.464 -0.163
H -1.624 -2.329 1.112
H -0.075 -1.241 -1.735
*
```

Calculated values
relative energy (zero: lowest compared OMol25 entry of this formula, charge and spin) = 5.0539 eV
SMILES = [H]/N=C1\C[C@]1(C#N)CC
HOMO = -7.60 eV
LUMO level = 0.14 eV
frontier orbital gap = 7.75 eV



[9]
# C6H8N2

2 unconnected molecules or ions with the total composition C6H8N2 (wB97M-V/def2-TZVPD, the OMol25 dataset).

```
! wB97M-V def2-TZVPD RIJCOSX def2/J DEFGRID3
* xyz 0 1
H 1.124 -1.008 -1.639
H -1.256 0.512 1.292
C -1.905 0.211 -0.560
H 2.253 -1.513 -0.718
C 1.323 -0.848 -0.609
C -1.116 1.024 0.354
N -1.626 -1.091 -0.476
H 0.963 -1.900 1.526
C 1.360 0.653 -0.308
N -0.841 -1.538 0.559
H 0.756 2.323 0.693
H -2.934 0.262 -1.252
H 2.629 1.171 0.151
C 0.333 1.360 0.123
H -1.520 2.101 0.443
C 0.455 -1.721 0.423
*
```

Calculated values
relative energy (zero: lowest compared OMol25 entry of this formula, charge and spin) = 6.1159 eV
HOMO = -9.35 eV
LUMO level = 0.72 eV
frontier orbital gap = 10.07 eV



[10]
# C6H8N2

A single C6H8N2 molecule (wB97M-V/def2-TZVPD, the OMol25 dataset).

```
! wB97M-V def2-TZVPD RIJCOSX def2/J DEFGRID3
* xyz 0 1
C -1.188 0.753 -1.386
H 3.090 -0.940 -0.226
H 1.001 2.342 2.107
C -0.010 -1.441 -0.440
H -1.608 1.734 -1.165
H 2.578 -0.906 1.409
N 2.385 -1.188 0.456
C 0.553 1.599 1.498
N -2.076 -0.468 0.566
H -0.463 -2.272 -0.949
C -0.990 -0.041 -0.085
H -1.879 0.203 -2.025
H -0.236 0.883 -1.905
C 1.124 -1.196 0.074
C 0.070 0.761 0.765
H -2.351 0.178 1.305
*
```

Calculated values
relative energy (zero: lowest compared OMol25 entry of this formula, charge and spin) = 6.9029 eV
HOMO (spin up / spin down) = -7.48 / -6.74 eV
LUMO level (spin up / spin down) = 0.13 / -0.15 eV
frontier orbital gap (spin up / spin down) = 7.61 / 6.60 eV



Results for electronic energy: -661.03321 -1155.06805 -287.72423 -287.65138 -287.64517 -287.61649 -342.79066 -342.74820 -342.70918 -342.68025 (in a.u., following the order of the records).
Results for maximum force: 6.1 3.4 2.2 6.2 4.8 9.4 6.5 4.9 6.1 1.4 (in eV Å⁻¹, following the order of the records).